The following is a DFT calculation (the ωB97M-V functional and the def2-TZVPD basis) of the molecule C15H6Cl6N4O6 at a distorted geometry.

Each line ends with the Mulliken charge.
CARTESIAN COORDINATES (ANGSTROEM)
Cl -3.984 -2.933 -2.752  -0.13
C 1.656 0.908 0.089  -0.50
Cl -1.387 -1.933 -4.355  -0.12
O -0.752 2.971 2.867  -0.59
Cl -3.106 -3.596 0.876  -0.14
N -0.645 1.537 0.570  -0.62
H 1.408 0.241 -0.716  0.25
N -1.264 0.450 -0.161  0.49
H -3.904 -1.397 -0.493  0.78
C -2.249 -0.337 0.393  -0.11
C 0.687 1.648 0.796  0.92
O 5.471 0.577 1.705  -0.54
C 2.587 2.660 1.979  -0.16
O -2.826 0.155 1.390  -0.64
C -0.206 -2.267 -1.634  0.22
Cl -1.493 -4.657 -2.432  -0.12
O 0.654 4.646 2.684  -0.54
H 2.781 3.350 2.806  0.48
C -2.306 -3.149 -1.964  1.02
C -1.209 0.235 -1.492  -0.14
C -1.480 -2.080 -2.546  -0.40
C -0.604 -2.588 -0.361  -0.08
Cl 0.451 -2.813 0.991  -0.11
C 1.183 2.567 1.742  0.10
H -1.132 2.204 1.127  0.27
H 3.667 0.229 0.018  0.30
H -2.911 -0.342 -2.643  0.73
C 2.975 0.926 0.617  -0.32
Cl 1.464 -2.217 -2.032  -0.08
C 3.507 1.768 1.466  -0.63
C -2.122 -2.712 -0.441  0.30
O -0.437 0.529 -2.394  -0.55
C -2.788 -1.333 -0.644  -0.34
C -2.222 -0.838 -1.955  -0.17
N 4.846 1.611 1.880  0.87
O 5.361 2.511 2.591  -0.57
N 0.329 3.469 2.431  0.89

The calculation puts the HOMO energy at -9.876 eV. The strongest force on any atom comes out at 8.05 eV Å⁻¹. The value obtained for the total energy is -4006.52329 a.u. The SMILES is O=C1[C@@H]2[C@H](C(=O)N1Nc1ccc([N+](=O)[O-])cc1[N+](=O)[O-])[C@]1(Cl)C(Cl)=C(Cl)[C@@]2(Cl)C1(Cl)Cl. The lowest unoccupied orbital energy comes out at -0.0530 Ha.